[1]
ORCA calculation (wB97M-V/def2-TZVPD) on C7H9NO3 in the gas phase at a distorted geometry.

Cartesian coordinates (Å):
C -1.964 -0.017 -0.341
C -0.412 -0.304 -0.611
C -0.020 -1.231 0.495
C 0.986 -1.072 1.424
C 1.785 0.120 1.338
C 1.551 1.044 0.404
C 0.537 0.880 -0.662
O -0.073 2.114 -0.936
N 1.326 0.631 -1.990
O 1.704 -0.485 -2.199
O 1.503 1.624 -2.636
H -2.285 0.235 0.709
H -2.461 -1.011 -0.553
H -2.156 0.824 -0.939
H -0.373 -0.898 -1.554
H -0.599 -2.075 0.756
H 1.158 -1.759 2.240
H 2.227 0.290 2.258
H 2.122 1.974 0.291
H 0.467 2.841 -0.691

Values from the calculation:
- structure (SMILES) = C[C@@H]1C=CC=C[C@@]1(O)[N+](=O)[O-]
- HOMO (eV) = -8.8
- E_tot (Ha) = -552.44351
- multiplicity = 1
- energy relative to the best compared isomer or geometry (same formula, charge and spin) (kJ/mol) = 424.29

Charges obtained by Löwdin population analysis, quoted in units of e:
1 C -0.02
2 C -0.23
3 C -0.05
4 C -0.06
5 C -0.06
6 C 0.00
7 C -0.38
8 O 0.05
9 N -0.35
10 O 0.10
11 O 0.11
12 H 0.10
13 H 0.10
14 H 0.05
15 H 0.16
16 H 0.09
17 H 0.10
18 H 0.09
19 H 0.13
20 H 0.09



[2]
ORCA calculation (wB97M-V/def2-TZVPD) on C6H7NO in the gas phase at a distorted geometry.

Cartesian coordinates (Å):
C 1.410 -1.282 1.114
C 1.151 -1.006 -0.284
C -0.374 -1.008 -0.299
C 1.430 0.517 -0.466
C -0.770 0.267 -0.158
C -2.080 0.991 0.076
N 1.425 -1.524 2.233
O 0.180 1.183 -0.252
H 1.692 -1.730 -0.919
H -1.224 -1.752 -0.158
H 2.083 0.944 0.160
H 1.837 0.767 -1.399
H -2.913 0.345 -0.189
H -1.868 1.856 -0.496
H -1.979 1.433 1.038

Values from the calculation:
- HOMO (spin up / spin down) (eV) = -4.5 / -11.4
- E_tot (Ha) = -362.58836
- multiplicity = 3
- energy relative to the best compared isomer or geometry (same formula, charge and spin) (kJ/mol) = 114.29

Charges obtained by Löwdin population analysis, quoted in units of e:
1 C -0.23
2 C -0.20
3 C 0.01
4 C -0.09
5 C -0.40
6 C 0.00
7 N 0.16
8 O 0.02
9 H 0.16
10 H 0.16
11 H 0.09
12 H 0.12
13 H 0.09
14 H 0.06
15 H 0.07



[3]
ORCA calculation (wB97M-V/def2-TZVPD) on a molecular structure, ClH2NOS2 at a distorted geometry.

Cartesian coordinates (Å):
N -0.697 0.769 0.308
O 0.950 -0.735 -1.566
S -0.735 -2.077 0.783
S 0.233 -0.635 0.067
Cl 0.384 2.074 -0.110
H -1.501 0.973 -0.236
H 1.366 -0.370 0.755

Values from the calculation:
- HOMO (eV) = -9.9
- E_tot (Ha) = -1387.58585
- multiplicity = 1
- energy relative to the best compared isomer or geometry (same formula, charge and spin) (kJ/mol) = 352.00

Charges obtained by Löwdin population analysis, quoted in units of e:
1 N -0.65
2 O -0.56
3 S 0.28
4 S 0.31
5 Cl 0.56
6 H 0.03
7 H 0.03